DFT (wB97M-V/def2-TZVPD) results for 2 unconnected molecules or ions with the total composition C11H11N2O6 in a non-equilibrium geometry.

Atoms and positions in Å:
C -1.294 0.164 -3.449
C -0.282 -1.000 -4.016
O 0.189 -1.958 -3.004
C 1.329 -1.382 -2.216
C 0.701 -1.140 -0.690
C -0.038 -2.396 0.068
C -0.674 -2.103 1.569
C -0.607 -0.616 2.323
C 0.164 0.575 1.501
C 0.827 0.332 0.022
C 1.526 1.739 -0.450
O 2.430 1.997 -1.398
N 0.928 2.745 0.512
C 0.449 2.154 1.840
O 0.281 2.851 2.976
H -0.704 1.161 -3.164
H -1.975 -0.189 -2.543
H -2.064 0.503 -4.296
H -0.908 -1.638 -4.808
H 0.614 -0.529 -4.612
H 1.686 -0.379 -2.710
H 2.181 -2.211 -2.219
H -0.094 -3.452 -0.478
H -1.229 -3.031 2.075
H -1.076 -0.394 3.373
H 0.317 3.480 0.080
N -0.668 1.180 5.928
O -1.733 1.699 5.555
O -0.216 0.190 5.329
O -0.056 1.650 6.901

Cartesian forces, eV/Å:
-0.3288 0.8206 -0.1741
-1.2803 -0.2044 -0.9436
1.2319 2.2748 -0.6847
-1.0473 -0.3872 0.9540
-0.2463 0.6410 2.3497
0.3440 4.4450 2.0475
1.3766 2.1280 -2.1200
1.9866 -0.3977 -4.2203
0.2370 -2.6135 -1.7161
-1.5659 -2.7124 2.0622
1.5774 0.0560 -1.9081
-5.8032 -1.4895 5.6017
0.3494 -1.2827 0.0200
-1.4107 1.7817 3.7001
1.1476 -4.5865 -8.0200
-1.2374 -2.2988 -0.3544
1.7766 0.5902 -1.8513
1.7919 -0.8681 1.6232
1.4253 1.2161 1.8338
-1.6119 -0.7980 1.2649
-0.5507 -1.9302 1.2378
-1.8028 1.9246 0.1764
0.0480 2.6467 1.4148
1.3635 2.4816 -1.0377
1.1689 -0.4206 -1.8685
1.2093 -0.8401 0.8081
-0.1643 0.6695 0.4388
-0.3948 0.0116 -0.2163
0.2442 -0.8460 -0.5798
0.1662 -0.0118 0.1620

HOMO energy, hartree: -0.1598
Net charge: -1
Orbital gap, eV: 5.39